(1)
Computed, not measured: a cluster of 2 separate species, CN4OS in total, with wB97M-V/def2-TZVPD.

Structure (XYZ):
```
7
Properties=species:S:1:pos:R:3:forces:R:3:nbo_charge:R:1
C -1.08231 -0.42137 0.60760 -1.254 0.812 0.812 0.01
N 0.45019 0.93661 -1.16138 0.178 0.124 -0.625 -0.54
N -1.75690 0.24138 1.28849 0.058 -0.009 0.357 -0.54
N 1.23912 1.46839 -0.48531 -1.591 0.178 -1.054 0.18
N 1.94060 2.10756 0.17089 1.740 0.722 1.300 -0.59
O -0.50045 -2.91621 0.02597 -0.314 0.312 0.086 -1.13
S -0.29025 -1.41636 -0.44625 1.183 -2.139 -0.876 0.61
```
Positions in Å, forces in eV/Å.

Results
HOMO ... 0.0468 Ha
Energy relative to the best compared isomer or geometry (same formula, charge and spin) ... 20.4 kcal/mol
Net charge ... -2
Maximum force ... 2.60 eV Å⁻¹
Frontier orbital gap ... 0.2003 Ha

=====

(2)
Computed, not measured: a structure of composition C57H58FGeN8O3S2W, with wB97M-V/def2-TZVPD.

Structure (XYZ):
```
131
Properties=species:S:1:pos:R:3:forces:R:3:mulliken_spin:R:1
W -0.16378 0.02437 0.45967 -0.157 0.905 3.120 0.80
C -1.28929 -1.26839 3.38643 0.466 0.154 0.488 0.01
C 0.18088 -1.04850 3.77484 -0.075 0.182 -0.138 0.02
C 0.58473 0.37665 3.46961 -0.111 -0.489 0.199 -0.05
C 0.65682 1.31846 4.44768 -0.001 -0.539 -0.062 0.04
C 0.81081 2.69699 4.08026 0.164 0.310 -0.440 -0.01
C 0.83794 3.05488 2.79335 0.255 0.033 0.135 0.01
C 0.81820 2.03775 1.68761 0.629 0.183 0.056 0.02
N 0.75154 0.63890 2.15178 0.732 1.388 0.471 0.10
N -1.57432 -1.23226 1.92398 -0.227 0.026 -0.602 0.03
C -1.47728 -2.60814 1.36969 0.113 -0.403 -0.003 0.00
C -0.94035 -2.75342 -0.04537 0.064 1.420 -0.212 0.01
C -0.73347 -4.01694 -0.54865 0.184 -0.420 -0.698 0.01
C -0.14562 -4.18644 -1.80269 -0.145 1.101 0.464 0.00
C 0.18475 -3.03483 -2.52915 -0.138 -0.975 0.089 0.00
C -0.05674 -1.80208 -1.98476 -0.514 0.666 0.886 0.01
N -0.59973 -1.62694 -0.74278 0.220 -3.415 -1.946 0.06
C -2.96278 -0.74112 1.74775 -0.022 0.003 -0.092 0.01
C -3.22654 -0.38995 0.31460 1.333 0.658 -0.045 0.02
C -4.44634 -0.55771 -0.29746 -0.206 0.038 -0.328 0.00
C -4.66237 -0.03683 -1.57138 1.055 0.455 0.117 0.00
C -3.61340 0.68596 -2.15376 -1.296 -0.529 0.068 -0.02
C -2.41775 0.80649 -1.49985 0.694 -0.274 1.234 -0.04
N -2.16379 0.24663 -0.28112 -2.692 0.347 -1.311 0.06
H -1.86450 -0.47154 3.86431 -0.003 -0.027 -0.121 0.00
H -1.64208 -2.22033 3.80816 -0.082 0.080 -0.198 0.00
H 0.82685 -1.75185 3.25297 -0.089 0.038 0.116 -0.02
H 0.27000 -1.23060 4.84748 -0.065 0.015 -0.003 0.00
H 0.56421 1.04668 5.48608 -0.029 -0.158 0.101 0.00
H 0.84114 3.43094 4.87220 0.038 0.211 -0.022 0.00
H 0.91287 4.08382 2.47201 0.019 0.203 0.107 0.00
H 1.76619 2.16246 1.09804 -0.456 0.060 0.212 -0.01
H -2.46289 -3.09905 1.42128 0.168 0.100 0.008 0.00
H -0.80946 -3.18690 2.01688 -0.047 0.174 -0.158 0.00
H -0.99245 -4.87853 0.04790 -0.061 -0.055 0.098 0.00
H 0.06776 -5.17141 -2.17719 0.000 -0.176 -0.134 0.00
H 0.64141 -3.11099 -3.50325 0.026 0.056 -0.074 0.00
H 0.19566 -0.88298 -2.50997 0.023 -0.097 0.119 -0.01
H -3.07410 0.18361 2.33052 0.062 -0.192 -0.104 0.00
H -3.68277 -1.47836 2.12919 0.054 0.115 -0.053 0.00
H -5.23845 -1.06622 0.23281 -0.018 -0.052 0.059 0.00
H -5.61371 -0.13829 -2.06618 -0.111 -0.042 -0.061 0.00
H -3.74015 1.18140 -3.10208 -0.017 0.007 -0.087 0.00
H -1.59532 1.37005 -1.92269 0.052 -0.120 0.002 0.04
C 7.13599 -0.56222 2.83156 -0.055 -0.226 -0.187 0.00
C 6.66770 -1.44607 1.67914 0.348 0.147 0.277 0.02
N 5.22555 -1.50125 1.59078 -0.425 0.206 -0.309 0.02
C 4.60571 -0.62030 0.75159 -0.439 0.042 -0.078 0.15
C 3.26337 -0.59924 0.53717 -0.018 -0.157 -0.054 -0.05
C 2.74073 0.29174 -0.55448 0.772 -0.250 0.330 0.03
O 3.51767 0.83113 -1.32223 -0.325 0.024 0.101 0.01
O 1.44839 0.37128 -0.64363 0.503 0.090 -0.856 0.07
C 2.42298 -1.55944 1.19183 0.548 -0.124 0.276 0.23
O 1.13110 -1.60805 1.02825 0.265 -0.550 -0.092 0.12
C 3.08076 -2.52009 2.01274 -0.425 0.334 -0.356 -0.15
C 2.35832 -3.58840 2.59682 -0.079 -0.208 -0.009 0.32
C 2.98499 -4.51182 3.40307 0.122 0.020 0.054 -0.04
F 2.22770 -5.53273 3.90455 0.133 0.016 -0.068 0.00
C 4.32569 -4.41636 3.72022 -0.335 -0.030 -0.053 0.06
C 5.06172 -3.35031 3.14177 0.070 0.018 -0.108 0.10
C 4.48088 -2.45554 2.25934 0.140 -0.201 0.134 -0.02
N 5.04391 -5.30011 4.57501 -0.200 -0.047 -0.103 0.03
C 6.13855 -6.06705 4.00062 -0.014 -0.063 -0.036 0.04
C 7.24457 -6.11827 5.08397 0.266 -0.126 -0.667 0.00
N 6.56954 -5.75058 6.35305 0.250 0.227 0.448 0.00
C 5.37738 -6.60735 6.55952 -0.544 -0.422 0.120 0.00
C 4.32724 -6.11810 5.53231 -0.171 0.093 0.039 0.03
H 8.22244 -0.54762 2.86290 0.116 0.064 0.083 0.00
H 6.75169 -0.92994 3.78043 -0.007 -0.007 0.108 0.00
H 6.77121 0.45153 2.68815 0.008 0.112 0.023 0.00
H 7.05402 -2.46268 1.78424 -0.027 0.041 -0.090 -0.01
H 7.04909 -1.04716 0.73654 -0.082 -0.093 0.040 0.01
H 5.23715 0.07368 0.22039 0.077 0.031 -0.078 0.02
H 1.32222 -3.72240 2.34043 -0.146 -0.023 0.033 0.09
H 6.10150 -3.27490 3.41543 0.142 0.121 -0.004 0.08
H 6.49920 -5.58171 3.09662 0.029 0.003 0.078 0.00
H 5.81717 -7.08225 3.72924 0.022 0.035 0.002 -0.01
H 8.03225 -5.38837 4.88778 -0.083 -0.031 0.129 0.00
H 7.68964 -7.10994 5.17075 -0.044 0.104 0.163 0.00
H 6.16010 -4.81623 6.14179 0.241 -0.118 0.133 0.00
H 7.20552 -5.72891 7.15148 -0.119 0.008 -0.136 0.00
H 5.01206 -6.51225 7.58215 0.161 0.057 -0.062 0.00
H 5.65668 -7.64723 6.38477 0.129 0.127 0.055 0.00
H 3.56837 -5.50153 6.01436 0.034 -0.060 -0.007 -0.01
H 3.82635 -6.98437 5.08074 0.064 0.099 0.059 -0.01
S 0.61411 1.70149 -2.78768 -0.028 0.159 -0.359 0.00
C 0.02069 2.07486 -4.26981 0.125 -0.111 -0.083 0.00
N 0.71902 2.67474 -5.24810 0.062 0.100 -0.061 0.00
C -0.01916 3.18756 -6.37801 -0.148 0.265 -0.211 0.00
C -1.20444 2.25085 -6.55028 -0.131 -0.288 0.209 0.00
S -1.60982 1.71020 -4.85009 0.222 0.216 -0.121 0.00
H 1.63191 3.04109 -5.02209 -0.021 -0.072 0.113 0.00
H 0.61415 3.19878 -7.26590 -0.064 0.035 0.014 0.00
H -0.36866 4.20880 -6.17310 0.040 -0.087 -0.087 0.00
H -0.94462 1.36066 -7.12289 0.011 0.107 -0.067 0.00
H -2.07219 2.73706 -6.98823 0.060 0.014 -0.048 0.00
C -0.32557 2.00006 0.67333 -0.425 -0.600 0.046 -0.26
Ge -1.39008 3.60066 0.53793 -0.569 0.733 0.101 0.02
C -2.03056 3.93121 2.40384 0.228 -0.166 -0.566 0.01
C -2.50814 5.14363 2.87716 0.104 0.096 -0.232 0.00
C -3.05252 5.24227 4.14840 -0.051 0.146 0.087 0.00
C -3.15583 4.11870 4.95062 -0.060 0.039 0.082 0.00
C -2.71784 2.89364 4.47526 -0.098 -0.109 0.024 0.00
C -2.15765 2.81045 3.21552 -0.003 -0.216 -0.154 -0.04
C -3.20472 3.48265 -0.28733 0.527 0.037 0.150 0.01
C -3.56400 4.21509 -1.41019 0.214 0.021 -0.105 0.00
C -4.87438 4.25167 -1.85220 -0.158 0.082 -0.128 0.00
C -5.85808 3.56405 -1.16364 -0.102 -0.036 -0.058 0.00
C -5.52153 2.84824 -0.02663 -0.135 -0.028 0.055 0.00
C -4.20980 2.81798 0.40649 0.058 -0.119 0.120 -0.01
C -0.49721 5.15321 -0.35786 -0.197 -0.785 0.402 -0.01
C -0.33463 5.09058 -1.73783 -0.094 -0.163 0.010 0.00
C 0.24949 6.13079 -2.43545 0.020 0.001 -0.175 0.00
C 0.71058 7.24611 -1.75808 0.034 0.029 -0.009 0.00
C 0.58829 7.30645 -0.38109 0.043 0.137 0.030 0.00
C -0.01448 6.26854 0.31138 -0.100 -0.064 0.231 0.00
H -2.46135 6.01596 2.23763 -0.010 0.139 0.043 0.00
H -3.40608 6.19810 4.51051 -0.018 0.047 0.014 0.00
H -3.58508 4.19242 5.93966 -0.037 0.032 0.061 0.00
H -2.81915 2.00972 5.09086 0.067 -0.074 0.055 0.00
H -1.78353 1.85948 2.83809 0.009 0.068 0.195 0.02
H -2.81237 4.78903 -1.93185 -0.006 0.054 -0.106 0.00
H -5.13296 4.84648 -2.71735 -0.023 0.013 -0.075 0.00
H -6.88584 3.60364 -1.49328 -0.093 0.018 -0.045 0.00
H -6.29155 2.33759 0.53630 -0.038 -0.051 0.038 0.00
H -3.96736 2.29410 1.32276 -0.026 -0.035 0.067 0.01
H -0.66498 4.20521 -2.26466 0.009 -0.026 -0.133 0.00
H 0.34512 6.07458 -3.51138 0.036 -0.023 -0.074 0.00
H 1.17021 8.05824 -2.30126 0.043 0.084 -0.030 0.00
H 0.96171 8.16805 0.15243 0.020 0.069 0.075 0.00
H -0.11032 6.32610 1.38747 0.016 0.064 0.109 0.00
```
Positions in Å, forces in eV/Å.

Results
HOMO (alpha / beta) ... -0.2358 / -0.2735 Ha
Spin multiplicity ... 3
Net charge ... +1
Maximum force ... 3.94 eV Å⁻¹
Frontier orbital gap (alpha / beta) ... 0.1472 / 0.1843 Ha